Version i
Below is 2 unconnected molecules or ions with the total composition CH6S, with properties calculated with ωB97M-V/def2-TZVPD.

The HOMO-LUMO gap comes out at 10.7 eV. The value obtained for the LUMO energy is 0.91 eV. The HOMO energy is -9.8 eV. As for the SMILES: C.S.

The geometry in XYZ format:
```
8
CH6S | the OMol25 dataset | ωB97M-V/def2-TZVPD
C -1.2276 -0.4956 0.5629
H -1.5786 -0.3306 -0.4490
H -1.3685 0.4935 1.0718
H -2.0054 -1.1098 1.1646
H -0.2843 -1.0658 0.5835
S 2.4622 0.6778 -1.5219
H 1.5103 0.1420 -0.7726
H 2.4918 1.6886 -0.6395
```

Atom charges from the Mulliken analysis, given in e for atoms 1 to 4: -0.9402, 0.2628, 0.2486, 0.2502



Version ii
Below is 2 unconnected molecules or ions with the total composition CH6S, with properties calculated with ωB97M-V/def2-TZVPD.

The HOMO-LUMO gap comes out at 10.5 eV. The value obtained for the LUMO energy is 0.66 eV. The HOMO energy is -9.8 eV. As for the SMILES: C.S.

The geometry in XYZ format:
```
8
CH6S | the OMol25 dataset | ωB97M-V/def2-TZVPD
C 0.9782 -2.6833 -0.6656
H 0.5662 -1.6877 -0.7916
H 0.8077 -2.9090 0.3941
H 0.3859 -3.4329 -1.1901
H 2.0390 -2.8098 -0.8517
S -0.5534 1.4436 0.2882
H 0.7010 1.3924 0.7719
H -1.5987 2.0994 0.8030
```

Atom charges from the Mulliken analysis, given in e for atoms 1 to 4: -0.8492, 0.1481, 0.2390, 0.2367



Which of them is most stable? Easy: version i.



Version i
Below is C3H5N3OS in the gas phase, with properties calculated with ωB97M-V/def2-TZVPD.

The HOMO-LUMO gap comes out at 9.6 eV. The value obtained for the LUMO energy is 0.16 eV. The HOMO energy is -9.5 eV. As for the SMILES: SNC1=NN=CCO1.

The geometry in XYZ format:
```
13
C3H5N3OS | the OMol25 dataset | ωB97M-V/def2-TZVPD
S 2.3826 0.2222 -0.3615
N 1.2930 -0.8637 0.5684
C 0.0088 -0.4737 0.1829
N -0.8923 -1.2850 -0.2752
N -2.3149 -0.8654 -0.2252
C -2.4041 0.4149 -0.0605
C -1.1476 1.3355 -0.1570
O -0.2083 0.7070 0.6528
H 2.6685 1.4599 0.6580
H 1.3297 -1.9337 0.3648
H -3.3509 0.8368 0.1923
H -1.0212 1.6368 -1.2740
H -1.4237 2.2273 0.3534
```

Atom charges from the Mulliken analysis, given in e for atoms 1 to 4: -0.1880, -0.3067, 0.4389, -0.4151



Version ii
Below is C3H5N3OS in the gas phase, with properties calculated with ωB97M-V/def2-TZVPD.

The HOMO-LUMO gap comes out at 8.7 eV. The value obtained for the LUMO energy is -0.57 eV. The HOMO energy is -9.2 eV. As for the SMILES: [H]/N=C(\N)N(C=O)C=S.

The geometry in XYZ format:
```
13
C3H5N3OS | the OMol25 dataset | ωB97M-V/def2-TZVPD
H -0.8950 -2.6488 -1.4755
N -0.2376 -1.8656 -1.4904
C -0.3685 -1.2152 -0.3919
N -1.0769 -1.5211 0.7672
N 0.4528 -0.0689 -0.2270
C 1.7052 -0.0751 -0.8593
O 2.4555 0.8681 -0.8775
C 0.0839 1.1021 0.3995
S -1.3048 1.4549 1.2051
H -1.7718 -2.2608 0.6392
H -1.3951 -0.7543 1.3504
H 1.8991 -1.0825 -1.2946
H 0.9047 1.8421 0.2795
```

Atom charges from the Mulliken analysis, given in e for atoms 1 to 4: 0.2194, -0.6618, 0.4257, -0.3641



Which of them is most stable? Easy: version ii.



Version i
Below is C3H5N3OS in the gas phase, with properties calculated with ωB97M-V/def2-TZVPD.

The HOMO-LUMO gap comes out at 8.4 eV. The value obtained for the LUMO energy is 0.57 eV. The HOMO energy is -7.8 eV. As for the SMILES: [H]/N=c1\[nH]c(S)c(N)o1.

The geometry in XYZ format:
```
13
C3H5N3OS | the OMol25 dataset | ωB97M-V/def2-TZVPD
H 2.9307 -1.7182 -0.1106
N 2.7626 -0.7159 -0.0616
C 1.5271 -0.4587 -0.0904
N 0.3865 -1.2419 -0.1498
C -0.7439 -0.3860 -0.0230
S -2.3993 -0.9086 -0.1747
C -0.2642 0.8690 -0.0372
N -0.8533 2.1036 0.0242
O 1.1004 0.8590 -0.0831
H 0.4065 -2.1390 0.2915
H -2.6770 -1.1173 1.1309
H -1.8174 2.0547 -0.2057
H -0.3587 2.7993 -0.5105
```

Atom charges from the Mulliken analysis, given in e for atoms 1 to 4: 0.2368, -0.6638, 0.4421, -0.1748



Version ii
Below is 2 unconnected molecules or ions with the total composition C3H5N3OS, with properties calculated with ωB97M-V/def2-TZVPD.

The HOMO-LUMO gap comes out at 8.4 eV. The value obtained for the LUMO energy is -0.23 eV. The HOMO energy is -8.6 eV.

The geometry in XYZ format:
```
13
C3H5N3OS | the OMol25 dataset | ωB97M-V/def2-TZVPD
C 1.7625 -0.2756 0.2380
C 0.3734 -0.6384 -0.1240
C -1.9153 -0.4206 0.1159
H 1.8109 0.3282 1.1694
H 2.3822 -1.2364 0.4495
H 2.1104 0.1854 -0.7161
H 0.5193 1.7621 -1.0390
H -0.8390 2.2235 0.7424
N -0.0808 -1.8787 -0.2376
N -0.6098 0.2331 -0.0029
N -0.4586 1.5414 -0.3996
O -1.5861 -1.6943 -0.2312
S -3.4692 -0.1296 0.0352
```

Atom charges from the Mulliken analysis, given in e for atoms 1 to 4: -1.0842, 0.6431, 0.2445, 0.2801



Which of them is most stable? Easy: version i.



Version i
Below is C3H6N2S in the gas phase, with properties calculated with ωB97M-V/def2-TZVPD.

The HOMO-LUMO gap comes out at 9.5 eV. The value obtained for the LUMO energy is 0.91 eV. The HOMO energy is -8.6 eV. As for the SMILES: S[C@H]1C=NNC1.

The geometry in XYZ format:
```
12
C3H6N2S | the OMol25 dataset | ωB97M-V/def2-TZVPD
S -2.3178 0.0934 -0.0515
C -0.6797 0.0260 -0.5547
C 0.0177 1.2566 -0.0259
N 1.3209 0.9467 0.0799
N 1.5135 -0.2633 -0.2637
C 0.1899 -1.0317 0.0499
H -1.7535 0.2791 1.1342
H -0.4981 0.1184 -1.6183
H -0.4572 2.3614 -0.0768
H 2.3962 -0.7420 0.2473
H 0.0880 -0.9209 1.3449
H 0.1800 -2.1237 -0.2654
```

Atom charges from the Mulliken analysis, given in e for atoms 1 to 4: -0.2010, -0.1495, -0.1565, -0.5267



Version ii
Below is C3H6N2S in the gas phase, with properties calculated with ωB97M-V/def2-TZVPD.

The HOMO-LUMO gap comes out at 8.5 eV. The value obtained for the LUMO energy is -0.50 eV. The HOMO energy is -8.9 eV. As for the SMILES: C=NNCC=S.

The geometry in XYZ format:
```
12
C3H6N2S | the OMol25 dataset | ωB97M-V/def2-TZVPD
C -2.1325 0.5861 -0.1327
N -1.6725 -0.5986 0.0599
N -0.3119 -0.8494 -0.0204
C 0.6582 0.2584 0.2095
C 1.8908 -0.3746 -0.3035
S 3.4379 0.0605 0.0080
H -1.5054 1.4925 -0.3688
H -3.2067 0.7281 -0.1857
H -0.0857 -1.6181 0.6299
H 0.8880 0.3108 1.3136
H 0.3987 1.2063 -0.2068
H 1.6412 -1.2020 -1.0031
```

Atom charges from the Mulliken analysis, given in e for atoms 1 to 4: -0.1945, -0.6697, 0.0127, -0.2686



Which of them is most stable? Easy: version ii.



Version i
Below is C3H6N2S in the gas phase, with properties calculated with ωB97M-V/def2-TZVPD.

The HOMO-LUMO gap comes out at 9.8 eV. The value obtained for the LUMO energy is 1.01 eV. The HOMO energy is -8.8 eV. As for the SMILES: S/N=C\N1CC1.

The geometry in XYZ format:
```
12
C3H6N2S | the OMol25 dataset | ωB97M-V/def2-TZVPD
S 1.2503 -1.8536 2.1549
N 0.6126 -2.0330 0.6212
C 0.1824 -1.1232 -0.1115
N 0.0248 0.2302 0.2735
C -1.0935 0.8632 -0.3522
C 0.2936 1.1954 -0.8121
H 0.9038 -0.5661 2.3340
H -0.1236 -1.3562 -1.1236
H -1.6986 1.5879 0.2560
H -1.7226 0.2192 -0.9694
H 0.8088 2.0993 -0.5084
H 0.5620 0.7368 -1.7625
```

Atom charges from the Mulliken analysis, given in e for atoms 1 to 4: -0.1073, -0.4116, 0.1386, -0.3737



Version ii
Below is a molecular structure, C3H6N2S, with properties calculated with ωB97M-V/def2-TZVPD.

The HOMO-LUMO gap comes out at 9.5 eV. The value obtained for the LUMO energy is 0.94 eV. The HOMO energy is -8.5 eV.

The geometry in XYZ format:
```
12
C3H6N2S | the OMol25 dataset | ωB97M-V/def2-TZVPD
C 0.8850 0.8401 -0.1510
C -1.0675 -0.5058 -0.6315
C -1.2712 0.0668 0.7581
H 1.6391 -1.2590 0.0002
H 0.2673 1.6898 -0.2776
H -1.3263 -1.5999 -0.8497
H -1.3452 0.1141 -1.5393
H -1.5731 -0.5441 1.6801
H -1.3198 1.1545 0.8319
N 2.1414 0.9375 -0.1135
N 0.0565 -0.4067 0.1443
S 2.9139 -0.4873 0.1479
```

Atom charges from the Mulliken analysis, given in e for atoms 1 to 4: 0.0648, -0.3154, -0.3701, 0.2934



Version iii
Below is C3H6N2S in the gas phase, with properties calculated with ωB97M-V/def2-TZVPD.

The HOMO-LUMO gap comes out at 10.0 eV. The value obtained for the LUMO energy is 0.58 eV. The HOMO energy is -9.4 eV. As for the SMILES: C[C@](N)(S)C#N.

The geometry in XYZ format:
```
12
C3H6N2S | the OMol25 dataset | ωB97M-V/def2-TZVPD
C 1.0826 0.4910 -0.9105
C -0.0679 0.0090 -0.0310
N 0.4238 -0.1601 1.3608
S -0.8308 -1.5939 -0.6980
C -1.2401 0.8011 0.0873
N -2.2193 1.3823 0.1239
H 1.1331 -0.2858 -1.8171
H 1.9406 0.2486 -0.3723
H 1.0248 1.5155 -1.2129
H -0.2019 -0.2023 2.1331
H 0.9951 -1.0036 1.4361
H -2.0399 -1.2019 -0.0995
```

Atom charges from the Mulliken analysis, given in e for atoms 1 to 4: -1.2115, 1.1066, -0.6151, -0.2582



Which of them is most stable? Easy: version iii.



Version i
Below is 2 unconnected molecules or ions with the total composition C3H10OS2, with properties calculated with ωB97M-V/def2-TZVPD.

The HOMO-LUMO gap comes out at 9.4 eV. The value obtained for the LUMO energy is 0.65 eV. The HOMO energy is -8.7 eV. As for the SMILES: CSCSC.O.

The geometry in XYZ format:
```
16
C3H10OS2 | the OMol25 dataset | ωB97M-V/def2-TZVPD
C 0.2638 -2.3009 -1.5810
S -0.1402 -0.8175 -2.4008
C 0.4486 0.5897 -1.3857
S -0.3920 0.7323 0.2377
C 0.4905 2.1740 0.8300
H -0.0176 -2.2521 -0.5157
H 1.3505 -2.4772 -1.6502
H -0.2611 -3.1529 -2.0449
H 1.5127 0.4680 -1.1058
H 0.3771 1.4594 -2.0669
H 0.5840 2.8695 -0.0211
H 1.4962 1.9843 1.2414
H -0.1241 2.6536 1.6103
O -1.8301 -1.0311 3.0489
H -1.7827 -0.6314 2.1510
H -1.9756 -0.2679 3.6527
```

Atom charges from the Mulliken analysis, given in e for atoms 1 to 4: -0.7170, -0.0651, -0.6955, 0.0072



Version ii
Below is 2 unconnected molecules or ions with the total composition C3H10OS2, with properties calculated with ωB97M-V/def2-TZVPD.

The HOMO-LUMO gap comes out at 7.6 eV. The value obtained for the LUMO energy is -1.30 eV. The HOMO energy is -8.9 eV. As for the SMILES: CCSSC.O.

The geometry in XYZ format:
```
16
C3H10OS2 | the OMol25 dataset | ωB97M-V/def2-TZVPD
C -1.7126 1.8191 0.8849
C -0.6813 0.8901 1.6484
S 0.8866 0.6936 0.9296
S -0.3615 -0.0311 -1.1587
C -1.3905 -1.0368 -0.2318
H -2.7863 1.5338 0.8103
H -1.5265 2.0223 -0.2977
H -1.7182 2.8866 1.2598
H -0.5372 1.4452 2.5989
H -1.0558 -0.0296 2.0750
H -0.6289 -1.6858 0.3057
H -2.2232 -0.8934 0.5362
H -2.0318 -1.6792 -0.8424
O 2.7391 -2.5134 -1.6541
H 2.2488 -2.1516 -0.9288
H 2.6521 -1.9763 -2.4267
```

Atom charges from the Mulliken analysis, given in e for atoms 1 to 4: -0.8543, -0.6270, -0.1123, -0.1754



Which of them is most stable? Easy: version i.